Record 1
15
Properties=species:S:1:pos:R:3:forces:R:3 method="wB97M-V/def2-TZVPD" e_above_lowest_kcal_mol=75.9 largest_force_ev_per_a=0.41
O -1.28027 1.30147 -1.20469 0.0222 -0.1136 0.1554
N -0.58831 -0.58550 0.17206 0.2076 -0.0099 -0.1014
N 1.63498 0.14297 -0.18871 -0.1463 0.1572 0.1024
C -1.09040 0.90082 -0.05887 -0.2723 0.3088 0.0245
C 2.11087 -1.06087 -0.85256 0.0306 -0.1364 -0.0406
C 0.39913 0.29540 0.25842 0.2666 -0.2445 -0.0982
C -1.85517 1.39794 1.14479 -0.0516 0.0449 0.0143
H -1.72992 2.48225 1.21212 -0.0102 -0.1540 -0.0186
H -1.52166 0.92924 2.07205 -0.0245 0.0526 -0.1633
H 1.70399 -1.14232 -1.86778 0.0610 0.0102 0.1502
H 2.24817 0.94177 -0.14013 -0.1040 -0.1176 -0.0083
H 1.81577 -1.94362 -0.27613 0.0534 0.1060 -0.0984
H -0.57679 -1.30347 -0.55837 0.0026 0.0716 0.0656
H -2.91750 1.18635 0.98717 0.1334 0.0240 0.0102
H 3.20082 -1.03666 -0.90741 -0.1685 0.0006 0.0062

Record 2
15
Properties=species:S:1:pos:R:3:forces:R:3 method="wB97M-V/def2-TZVPD" e_above_lowest_kcal_mol=73.0 smiles=N#CC1(N)CC1.O largest_force_ev_per_a=1.22
O 1.42249 0.24884 1.93682 0.0530 0.3546 0.8810
N -1.46528 -0.81646 0.61642 0.3801 -0.2118 -0.0485
N -1.44472 2.48596 -0.26573 0.4146 -1.1472 0.1118
C -0.03326 -0.51603 -1.45515 -0.2443 -0.1134 -0.6031
C -1.06172 1.39396 -0.19859 0.0271 0.8951 -0.2109
C -0.56240 0.01557 -0.14819 0.2068 0.0086 -0.4268
C 1.02034 -0.07770 -0.54468 -0.4307 0.0151 -0.0123
H -0.13882 -1.59588 -1.47309 -0.1098 0.1072 -0.4192
H 0.58218 0.25772 1.45796 0.4140 0.0072 0.4050
H 1.75086 -0.79417 -0.16094 -0.8254 0.1125 0.2277
H 1.73086 1.15618 1.83471 0.0722 -0.0350 0.2292
H -0.25476 0.03796 -2.35116 -0.0521 -0.0979 -0.2621
H 1.48204 0.90185 -0.69638 -0.4383 -0.2394 0.0512
H -1.14113 -1.30978 1.43580 0.2778 0.2185 -0.0755
H -2.01684 -1.42903 0.02528 0.2549 0.1260 0.1527

Record 3
15
Properties=species:S:1:pos:R:3:forces:R:3 method="wB97M-V/def2-TZVPD" e_above_lowest_kcal_mol=27.3 largest_force_ev_per_a=0.30
O 1.33279 1.01655 0.21372 -0.2418 0.1428 0.0699
N -0.56326 1.89590 1.22976 0.2293 -0.0836 -0.1322
N -1.93857 -0.31104 -0.02911 -0.0721 -0.0430 0.1693
C 0.37342 -0.95565 -0.74173 -0.0361 -0.0340 -0.1021
C -0.54273 -0.41756 0.37050 0.2475 0.0247 0.0056
C 0.04997 0.95739 0.65202 -0.1763 0.0042 0.1145
C 1.62912 -0.06576 -0.67886 0.1637 -0.1180 -0.1385
H 2.52408 -0.57053 -0.30132 -0.2270 -0.0278 0.0252
H -2.42873 -1.19010 0.11353 0.1423 0.1447 -0.0284
H -0.15803 -0.83275 -1.68921 0.1307 0.0358 0.0817
H 0.01832 2.73721 1.29419 -0.1400 -0.2646 -0.0054
H 0.61704 -2.01687 -0.63004 -0.0388 0.2129 0.0422
H -0.40403 -1.01347 1.28870 0.0197 0.1477 -0.1121
H 1.88558 0.37944 -1.64479 -0.0868 -0.1385 0.0704
H -2.39498 0.38723 0.55265 0.0854 -0.0032 -0.0602

Record 4
15
Properties=species:S:1:pos:R:3:forces:R:3 method="wB97M-V/def2-TZVPD" e_above_lowest_kcal_mol=50.2 smiles=N#CC1(N)CC1.O largest_force_ev_per_a=1.16
O -2.30156 0.69352 0.71703 -0.1400 -0.1446 -0.0150
N 0.59506 0.16999 1.46261 -0.0357 0.2103 0.0497
N -0.48749 -2.75663 -0.00094 0.5346 1.0273 0.0587
C 0.14141 0.51131 -1.06953 -0.0557 0.2118 -0.1882
C 1.55069 0.05099 -0.89256 0.1950 -0.0974 -0.0461
C 0.00687 -1.71132 0.06998 -0.4328 -0.9463 -0.1093
C 0.52291 -0.34739 0.13223 0.0193 -0.1128 -0.0545
H -3.12018 0.23968 0.95234 0.1253 0.0835 0.0130
H -0.09313 1.54977 -0.86321 0.0246 -0.1340 0.0558
H -0.44319 0.05622 -1.86491 0.0950 0.0323 0.1538
H 2.28759 0.77808 -0.55987 -0.1408 -0.1521 -0.0472
H 1.92748 -0.71280 -1.56216 -0.0222 0.0658 0.1027
H 1.40173 0.76200 1.60467 -0.0924 -0.0507 -0.0309
H -0.25984 0.65473 1.71859 0.1137 -0.0602 0.0181
H -1.84568 0.08251 0.12398 -0.1878 0.0669 0.0393

Record 5
15
Properties=species:S:1:pos:R:3:forces:R:3 method="wB97M-V/def2-TZVPD" e_above_lowest_kcal_mol=80.0 smiles="NC[C@H]1CN1C=O" largest_force_ev_per_a=4.27
O -1.68828 -1.14573 0.53455 -0.2969 -0.9409 -0.2444
N 1.51124 -1.30633 -0.26496 2.4393 -1.8722 -2.1207
N -0.49719 0.44894 -0.54837 -1.5488 -0.4250 -0.2560
C -1.62642 -0.36205 -0.36541 -1.4072 2.8056 -0.2944
C 0.31614 0.61871 0.57594 2.8067 -1.7043 1.7538
C 1.68931 -0.01180 0.25620 1.8788 3.7680 0.6973
C -0.14892 1.80638 -0.10560 0.9533 1.0227 -0.9079
H 0.68374 -1.49525 -0.83020 0.1586 0.6978 0.3820
H -0.01860 0.40286 1.60528 -0.3802 -0.0598 -0.8096
H -2.50959 -0.04741 -1.03797 1.1440 -0.9004 0.5389
H 2.32488 -1.47246 -0.93847 -1.5370 -0.1386 1.3994
H -0.85895 2.44812 0.42572 0.1137 -0.2032 -0.5246
H 2.32600 0.78393 -0.41332 -1.6340 -1.7282 0.7229
H 2.38881 -0.00018 1.15602 -1.1337 -0.4104 -0.6836
H 0.69095 2.24061 -0.71691 -1.5565 0.0889 0.3470

Record 6
16
Properties=species:S:1:pos:R:3:forces:R:3 method="wB97M-V/def2-TZVPD" e_above_lowest_kcal_mol=151.3 smiles="O=C(CO)NN1CC1" largest_force_ev_per_a=7.96
O -2.85478 -0.85247 -0.26921 -1.3316 -0.7266 0.7686
O -0.28600 1.81120 -0.24438 -2.1556 -5.0947 -0.2027
N 0.00601 -0.55153 -0.24275 -0.8689 -3.7689 0.3009
N 1.28234 -0.56479 -0.74626 2.6275 3.1209 -0.6648
C -2.10210 0.39804 -0.02083 -3.6248 -4.3006 5.6306
C 2.05682 0.71752 -0.04236 -0.1302 -0.8652 -1.7659
C 2.41659 -0.79982 0.14354 -3.1775 2.8672 3.1702
C -0.72901 0.55306 -0.21519 3.9007 4.4990 -1.4204
H 3.21371 -1.34838 -0.24433 1.2000 -0.4222 -0.7680
H 1.28207 1.18987 0.66628 2.1291 -1.0054 -0.8895
H -0.43046 -1.57135 -0.29369 0.5503 3.3093 0.1461
H -3.72673 -0.92678 0.33171 3.3351 0.7692 -1.9516
H 2.56708 1.57226 -0.75111 -1.2450 -2.8744 1.6399
H 2.08919 -1.05185 1.19729 0.7064 -0.2399 -1.1843
H -2.67923 1.10813 -0.41993 -1.6391 3.3074 -1.1308
H -2.10551 0.31689 1.15122 -0.2765 1.4248 -1.6783

Record 7
16
Properties=species:S:1:pos:R:3:forces:R:3 method="wB97M-V/def2-TZVPD" e_above_lowest_kcal_mol=116.9 smiles="CO/C=C/O/C=N/N" largest_force_ev_per_a=3.95
O -1.78635 -1.17029 0.24482 2.0269 -0.3600 -0.5848
O 1.68343 -0.12331 0.64824 -2.3798 -2.9529 1.0974
N 1.97277 0.56901 -1.47709 0.7564 -0.8135 1.0502
N 2.75244 1.35506 -2.26633 0.7233 0.9505 1.1895
C 2.45392 0.30124 -0.30499 1.2159 3.1838 -1.7526
C 0.54275 -0.84426 0.09689 -0.5044 1.8341 2.3644
C -0.60906 -0.73851 0.81052 1.2049 -1.1816 -2.3701
C -2.81682 -1.38090 1.13412 -0.5953 3.1151 2.0547
H -0.61418 -0.42915 1.83557 -0.1092 0.5162 0.3147
H -3.39086 -0.36153 1.11611 0.2677 -1.9783 0.4257
H 2.72805 1.19807 -3.24232 0.0198 -0.4976 -0.6175
H -2.39106 -1.50509 2.17615 -0.8309 -0.2053 -0.9703
H 3.65129 1.54769 -1.82979 0.0671 0.0571 -0.7631
H 3.40050 0.76521 0.14533 -0.9439 -0.7817 -0.9911
H -3.43641 -2.19657 0.83955 -0.3704 -0.5421 -0.2017
H 0.75119 -1.16825 -0.89995 -0.5479 -0.3437 -0.2453

Record 8
16
Properties=species:S:1:pos:R:3:forces:R:3 method="wB97M-V/def2-TZVPD" e_above_lowest_kcal_mol=143.9 largest_force_ev_per_a=1.92
O -1.15569 1.09427 -1.16422 0.7585 -1.0467 -0.0568
O -2.08736 1.21453 1.27909 0.1431 0.2235 -0.3394
N -0.07779 -0.35960 -0.98222 -0.6659 1.5773 -0.8766
N 0.31329 1.04830 0.94157 0.0442 0.1231 -0.4377
C 1.13202 0.07567 -1.65000 0.0357 0.0540 -0.0431
C -0.24394 -1.53878 1.20195 0.1673 0.0343 -0.0756
C -1.07458 0.93054 0.70846 0.3979 -1.3363 0.9745
C -0.15357 -0.28426 0.38549 -0.9798 0.7025 0.9632
H -0.86472 -2.26319 0.67541 0.0134 0.0278 0.0077
H 1.60046 0.95211 -1.19660 -0.0578 -0.0562 0.0400
H 0.91759 0.24999 -2.70236 0.0235 -0.0548 0.0366
H -0.70515 -1.32541 2.16749 0.0292 0.0197 -0.0443
H 1.81920 -0.77588 -1.57842 -0.0546 0.0366 -0.0008
H 0.74214 -1.98050 1.36688 -0.0339 -0.0247 0.0320
H 0.51298 1.05147 1.93817 -0.0704 -0.0177 -0.0587
H -0.67487 1.91075 -1.39069 0.2496 -0.2622 -0.1211

Record 9
16
Properties=species:S:1:pos:R:3:forces:R:3 method="wB97M-V/def2-TZVPD" e_above_lowest_kcal_mol=165.2 largest_force_ev_per_a=3.34
O -0.00017 0.36867 2.39140 0.2076 -0.1217 -0.2895
O 0.17157 -2.20969 1.84840 0.0755 0.3344 -0.0824
N -0.02518 -1.59983 0.84841 -0.8969 0.5924 0.3748
N 1.18848 0.24705 0.37085 -0.1961 2.2922 0.1937
C -1.50305 0.33966 -1.01087 0.3014 -0.1311 -0.2613
C 1.50711 -0.07018 -0.99397 -0.2524 -0.6732 -0.1801
C -0.92832 0.77268 0.27360 -0.4295 0.5026 -0.1522
C -0.04474 0.00949 1.07175 1.2172 -3.1062 0.1067
H -1.42205 -0.73647 -1.16220 -0.0837 0.0371 0.0595
H 1.31067 0.76352 -1.68717 0.0022 -0.0235 0.2470
H 0.88810 0.13556 2.70315 -0.1731 0.0629 0.0704
H 1.02249 -0.96691 -1.39343 -0.0295 0.0684 -0.0067
H -0.95835 0.81134 -1.84224 -0.1002 0.0389 -0.0202
H -1.24954 1.71802 0.70143 0.3681 0.0458 -0.1380
H 2.58648 -0.24160 -1.02937 -0.0515 0.0763 0.0587
H -2.54350 0.65870 -1.08974 0.0407 0.0047 0.0198

Record 10
16
Properties=species:S:1:pos:R:3:forces:R:3 method="wB97M-V/def2-TZVPD" e_above_lowest_kcal_mol=102.0 smiles="[H]/N=C/N1C[C@@H](O)CO1" largest_force_ev_per_a=3.58
O -0.88094 1.75930 -0.32321 -0.3655 1.2443 0.5247
O -0.30711 -1.63612 -0.29369 -0.2116 1.6279 0.0660
N 0.53612 -0.81406 0.55338 0.9082 -3.3124 -0.3515
N 1.95261 0.92282 -0.09857 -0.2865 -3.5060 -0.6723
C -1.23499 0.53582 0.23626 -1.2232 -1.4551 -1.5625
C -1.12248 -0.53316 -0.93853 1.9768 -0.9381 1.1443
C 1.57356 -0.35286 -0.18564 0.0168 3.4299 0.5066
C -0.37380 -0.07661 1.32023 -1.1157 -0.1790 -1.8971
H 0.04650 0.66601 1.87907 1.3959 1.8228 1.6606
H 0.05169 1.81935 -0.62288 -0.5136 -0.6239 0.6823
H 1.91928 -1.13922 -0.85526 0.3510 0.3066 -0.0841
H -2.24192 0.46879 0.70883 0.1508 1.1866 -1.0739
H -0.49296 -0.20270 -1.80512 -0.7159 0.2794 0.8120
H -0.98437 -0.75479 1.90231 0.1451 -0.1794 0.2791
H 2.73348 0.95929 -0.74547 0.3975 0.5367 0.0800
H -2.00217 -1.00259 -1.30387 -0.9102 -0.2403 -0.1140

Record 11
16
Properties=species:S:1:pos:R:3:forces:R:3 method="wB97M-V/def2-TZVPD" e_above_lowest_kcal_mol=87.2 smiles="CC(C)(N=O)C(N)=O" largest_force_ev_per_a=3.82
O 0.69118 2.35821 -0.31831 0.0509 0.8831 0.9629
O 0.73711 -1.99614 -0.37710 -0.6149 -1.8364 -0.8011
N 2.05681 -0.55969 0.66672 -0.2669 0.7974 -0.2685
N 0.46530 1.36311 -0.91644 0.0988 -0.6608 -1.2844
C -1.01961 0.60381 1.09427 3.2615 1.5384 -1.2646
C 0.89383 -0.88520 -0.01247 0.7324 2.9008 1.3562
C -0.26170 0.29647 -0.23567 0.6896 -1.6635 0.9483
C -1.16337 -0.42915 -1.17833 0.0774 -0.6774 -2.9446
H -2.02462 0.78325 0.85258 -1.4129 0.0533 0.1164
H -0.52654 1.52513 1.45906 -0.5772 -0.2730 0.2029
H 2.77141 -1.27632 0.50370 -0.2515 0.7639 0.4844
H -1.60499 -1.12455 -0.49741 -0.7369 -0.8843 -0.2595
H 2.31128 0.40459 0.95117 -0.2720 -1.2612 -0.5591
H -1.93962 0.10478 -1.77108 0.4311 0.2854 1.0290
H -0.59333 -0.99981 -2.00439 -0.7827 0.8117 1.5414
H -0.79315 -0.16849 1.78369 -0.4267 -0.7773 0.7402

Record 12
16
Properties=species:S:1:pos:R:3:forces:R:3 method="wB97M-V/def2-TZVPD" e_above_lowest_kcal_mol=36.3 largest_force_ev_per_a=2.71
O 0.30632 -0.27041 1.43973 -1.4045 1.3774 -0.2668
O -0.49788 1.94479 1.03401 -0.0706 -1.8881 -0.0635
N 2.03786 -0.36130 -0.09085 0.6278 0.1137 0.3309
N -1.64442 0.51935 2.37750 0.3540 -0.3294 -0.6156
C -0.01319 -0.24136 -2.29369 0.1290 -0.0404 0.0178
C 0.69683 -0.39119 0.13111 -1.8887 0.1846 -1.9329
C -0.66959 0.82707 1.47309 1.1468 1.1246 2.0561
C -0.27227 -0.36789 -0.82541 0.9541 -0.9344 0.3838
H -1.60109 -0.36445 2.85878 -0.0913 0.1802 -0.0380
H -1.26717 -0.70829 -0.55595 -0.0053 0.5313 0.3479
H -2.16042 1.29952 2.75710 0.0612 -0.2825 -0.0964
H 0.81618 0.44086 -2.50152 -0.0086 -0.0482 0.0050
H -0.89718 0.16725 -2.79174 0.1329 -0.0807 0.0085
H 2.34634 -0.72512 -0.98254 0.0263 -0.0665 0.3961
H 2.60765 -0.55847 0.72230 0.0251 0.1117 -0.3666
H 0.21203 -1.21037 -2.75193 0.0118 0.0469 -0.1664

Record 13
17
Properties=species:S:1:pos:R:3:forces:R:3 method="wB97M-V/def2-TZVPD" e_above_lowest_kcal_mol=0.0 smiles="NC(=O)C[C@H](N)C(=O)O" largest_force_ev_per_a=1.30
O 1.06922 0.44779 2.53750 -0.4338 0.0085 -0.1809
O -1.02414 0.63239 1.80788 0.3047 -0.1156 -0.1060
O -1.32937 -0.13165 -2.72096 0.1057 -0.0017 -0.1495
N 1.99819 -0.57716 0.36525 0.4430 1.1180 -0.4101
N -1.98731 0.98512 -0.86534 0.2463 -0.2115 0.0348
C 0.69169 0.05006 0.18976 -0.0960 0.1534 0.0888
C -1.25896 0.05401 -1.52346 -0.0353 -0.1443 0.4194
C -0.30951 -0.77358 -0.64228 -0.1321 0.2481 -0.0396
C 0.13933 0.39317 1.58503 -0.2290 0.2269 0.2313
H 0.24579 -1.39948 -1.33189 0.0550 -0.0787 -0.0952
H -0.88946 -1.42504 0.02248 0.0032 0.1176 -0.1164
H 2.59559 -0.40985 -0.43932 -0.1000 0.0350 0.1901
H -1.98508 1.00443 0.14463 0.0089 0.0682 0.0443
H 1.92143 -1.55614 0.46395 -0.1602 -1.2750 0.1814
H 0.88414 1.02821 -0.27743 -0.1985 -0.2127 0.0012
H -2.64196 1.52337 -1.39527 -0.2074 0.1324 -0.1180
H 1.88041 0.15435 2.07947 0.4254 -0.0687 0.0244

Record 14
17
Properties=species:S:1:pos:R:3:forces:R:3 method="wB97M-V/def2-TZVPD" e_above_lowest_kcal_mol=71.2 smiles="N[C@@H]1[C@H](O)[C@@H]1NC(=O)O" largest_force_ev_per_a=3.99
O 3.71920 -0.49069 2.69868 0.0117 -0.0848 0.0601
O 1.51732 1.77930 -1.05750 1.2019 0.0481 1.7611
O 3.70901 2.18080 -0.37959 -1.7696 -1.8622 0.4166
N 2.60425 1.96830 2.29614 1.8222 3.5173 0.1049
N 2.54776 0.18194 0.21423 0.5588 -0.4689 0.5326
C 2.45604 1.38853 -0.38285 0.5274 2.0745 -3.3683
C 1.69365 -0.13124 1.30860 -0.7993 -0.2107 -0.2282
C 1.68358 0.88410 2.43932 -0.0837 -0.0910 -1.1576
C 2.33844 -0.46195 2.63244 0.0927 -0.1085 0.1485
H 1.84976 -1.20668 3.26171 0.1576 0.1987 -0.1948
H 0.74253 -0.60613 1.05785 0.2581 0.0695 0.1089
H 3.04986 2.61940 1.49872 -2.0094 -3.1346 1.4183
H 3.58956 2.93232 -0.97108 -0.3616 -0.1066 -0.2336
H 2.43328 2.67734 3.00131 -0.0278 -0.4472 0.2793
H 4.00854 0.43829 2.63424 -0.1010 0.0456 0.0414
H 0.72128 1.07055 2.92064 0.3587 0.1458 -0.1724
H 3.33965 -0.41063 0.00361 0.1632 0.4148 0.4833

Record 15
18
Properties=species:S:1:pos:R:3:forces:R:3 method="wB97M-V/def2-TZVPD" e_above_lowest_kcal_mol=102.6 smiles="C[C@H]([C@@H](N)C(=O)O)[N+](=O)[O-]" largest_force_ev_per_a=4.55
O -0.59905 0.61991 2.07564 -0.4731 1.2945 0.8670
O -0.78850 2.36942 -0.83466 1.0453 3.5631 -0.1273
O 1.59159 0.36217 2.08223 -2.6039 0.5536 -0.4042
O 1.21324 1.52422 -0.93746 0.0342 0.1942 -0.1280
N -2.04783 0.01063 -0.63424 -1.2642 -2.2687 -0.6096
N 0.44155 0.21640 1.62771 2.0555 -1.5036 0.5884
C -0.64011 -0.00876 -0.76978 3.2205 -1.6171 1.0383
C 0.24866 -0.69302 0.49383 0.7897 -2.5988 -3.6445
C 1.65242 -1.24468 -0.04575 -0.2097 2.1221 1.7908
C 0.02361 1.38717 -0.87246 0.7404 -2.5648 -0.3715
H 2.35880 -1.17271 0.83197 -0.6941 -0.3607 -1.1212
H -2.31970 0.52368 0.14753 -0.3055 1.4309 1.7417
H 2.03886 -0.54916 -0.80569 -0.1295 -0.6387 0.1554
H -2.48691 -0.91646 -0.35987 1.0952 1.1482 -1.0702
H -1.67169 2.13222 -0.75114 -2.6723 -0.9011 0.0095
H -0.29506 -1.65866 0.75846 0.2437 1.7528 0.5288
H 1.56019 -2.26365 -0.34526 -0.1135 -0.5980 -0.4828
H -0.28006 -0.63870 -1.66107 -0.7585 0.9920 1.2393